Arrangement i

ORCA calculation (wB97M-V/def2-TZVPD) on a structure of composition C5H7NO2.

```
15
C5H7NO2 (wB97M-V/def2-TZVPD)
O 1.82 0.56 0.08
O 0.63 2.05 1.35
N -1.67 0.67 0.54
C -0.37 0.20 0.29
C -0.09 0.14 -1.30
C 0.25 -1.12 0.44
C 0.75 1.07 0.70
C 1.18 -0.55 -0.76
H 1.86 -1.16 -1.33
H -2.23 -0.20 0.88
H -1.65 1.37 1.30
H -0.43 -1.91 0.11
H -0.07 0.97 -1.92
H 0.69 -1.47 1.39
H -0.66 -0.62 -1.79
```

The total charge is 0. As for the HOMO-LUMO gap: 0.3843 hartree. For the HOMO energy, the calculation gives -0.3534 Ha.



Arrangement ii

ORCA calculation (wB97M-V/def2-TZVPD) on a structure of composition C5H7NO2.

```
15
C5H7NO2 (wB97M-V/def2-TZVPD)
O 0.55 1.96 0.79
O -0.94 0.50 0.53
N 0.07 2.35 -0.60
C -0.22 -1.45 -0.15
C -0.69 -0.02 -0.74
C 0.44 0.56 0.82
C -0.58 1.47 -1.39
C 0.40 -1.04 1.34
H 1.03 0.26 0.02
H -0.68 1.72 -2.39
H 0.41 -2.04 -0.85
H -1.23 -2.03 0.00
H 1.33 -1.46 1.61
H -0.32 -1.00 2.18
H 0.41 0.22 -1.18
```

The total charge is 0. As for the HOMO-LUMO gap: 0.3055 hartree. For the HOMO energy, the calculation gives -0.2931 Ha.



Arrangement iii

ORCA calculation (wB97M-V/def2-TZVPD) on a cluster of 2 separate species, C5H7NO2 in total.

```
15
C5H7NO2 (wB97M-V/def2-TZVPD)
O 0.88 1.84 -1.24
O 1.70 -0.84 -1.60
N 0.09 0.73 -0.92
C 0.30 -1.23 0.37
C 0.91 -0.48 -0.75
C -1.16 -0.77 0.04
C -0.61 0.69 0.29
C 0.37 0.10 1.27
H 0.66 -2.27 0.63
H -1.14 1.59 0.52
H -1.28 -0.93 -1.20
H -0.04 -0.21 2.30
H 1.55 0.33 1.13
H -1.85 -1.38 0.69
H -0.39 2.84 -1.53
```

The total charge is 0. As for the HOMO-LUMO gap: 0.2757 hartree. For the HOMO energy, the calculation gives -0.3273 Ha.



Arrangement iv

ORCA calculation (wB97M-V/def2-TZVPD) on an isolated molecule of C5H7NO2.

```
15
C5H7NO2 (wB97M-V/def2-TZVPD)
O 0.05 -2.26 1.24
O -1.30 -0.85 2.41
N 0.97 -0.33 -0.35
C 0.66 0.13 -1.74
C -0.52 1.53 1.02
C -1.32 1.06 0.08
C -0.52 -1.07 1.52
C -0.19 0.06 0.58
H 1.53 0.22 -2.43
H 1.73 0.20 0.00
H 0.07 -0.74 -2.19
H -2.08 0.97 -0.65
H 0.89 -2.14 0.70
H 0.06 2.23 1.55
H -0.05 1.00 -1.74
```

Its SMILES is CNC1(C(=O)O)C=C1. The total charge is 0. As for the HOMO-LUMO gap: 0.3899 hartree. For the HOMO energy, the calculation gives -0.3605 Ha.



Energetically preferred structure: arrangement i | next structure: +0.0504 hartree



Arrangement i

ORCA calculation (wB97M-V/def2-TZVPD) on an isolated molecule of C3H3ClOS.

```
9
C3H3ClOS (wB97M-V/def2-TZVPD)
Cl 2.11 -0.21 -1.85
S -1.66 0.59 0.58
O -0.28 -0.71 2.38
C 0.38 -0.05 -1.58
C -1.23 -0.05 2.14
C -0.06 -0.05 -0.23
H -0.21 0.47 -2.46
H -1.87 0.60 2.87
H 0.50 -0.40 0.68
```

Its SMILES is O=CS/C=C/Cl. The total charge is 0. As for the HOMO-LUMO gap: 0.3454 hartree. For the HOMO energy, the calculation gives -0.3370 Ha.



Arrangement ii

ORCA calculation (wB97M-V/def2-TZVPD) on an isolated molecule of C3H3ClOS.

```
9
C3H3ClOS (wB97M-V/def2-TZVPD)
Cl 2.24 -2.02 -0.79
S 1.71 -0.20 0.25
O 1.26 -0.63 1.55
C -0.16 0.01 -0.86
C -0.96 0.70 0.21
C -0.65 -0.17 -2.00
H -1.28 1.69 0.00
H -0.28 0.60 1.11
H -1.88 0.02 0.53
```

The total charge is 0. As for the HOMO-LUMO gap (spin up / spin down): 0.3077 / 0.3076 hartree. For the HOMO energy (spin up / spin down), the calculation gives -0.3819 / -0.3819 Ha.



Energetically preferred structure: arrangement i | next structure: +0.1410 hartree



Arrangement i

ORCA calculation (wB97M-V/def2-TZVPD) on an isolated molecule of C26H26N2O3.

```
57
C26H26N2O3 (wB97M-V/def2-TZVPD)
O 1.04 -1.10 -1.47
O 6.61 1.96 -0.14
O 8.04 0.24 -0.11
N -5.16 1.50 0.39
N 2.04 0.10 0.19
C -2.95 -1.14 1.49
C 5.87 -1.58 0.10
C 4.77 -2.40 0.23
C -2.70 1.85 0.04
C -4.04 -0.63 0.81
C -2.10 -2.04 0.87
C -5.52 -0.48 -1.16
C 6.91 0.65 -0.08
C 5.71 -0.20 0.03
C 7.72 2.84 -0.25
C 0.99 -0.23 -0.62
C -5.72 1.03 -0.86
C -4.29 -1.03 -0.50
C 3.32 -0.50 0.15
C -2.36 1.35 -1.21
C -4.06 2.45 0.31
C -0.56 1.10 0.87
C -1.16 0.70 -1.41
C 4.43 0.33 0.06
C -1.77 1.73 1.07
C 2.31 -2.79 0.48
C -0.25 0.56 -0.37
C -4.96 0.43 1.36
C -3.42 -1.91 -1.13
C -2.33 -2.42 -0.44
C 3.47 -1.88 0.27
H 8.38 2.73 0.62
H -2.77 -0.84 2.51
H -4.31 3.17 -0.47
H -3.05 1.46 -2.04
H -1.26 -2.44 1.40
H -4.03 2.98 1.27
H 2.01 1.02 0.61
H -2.01 2.12 2.05
H 6.87 -1.99 0.07
H -4.57 0.85 2.28
H -5.30 1.62 -1.68
H 2.64 -3.77 0.82
H -5.95 0.00 1.57
H -5.49 -0.64 -2.23
H 4.29 1.40 -0.01
H -1.65 -3.10 -0.94
H -0.91 0.28 -2.37
H 1.62 -2.37 1.21
H 7.31 3.84 -0.29
H 4.90 -3.47 0.31
H 0.12 0.99 1.71
H -3.61 -2.21 -2.15
H 1.76 -2.90 -0.46
H -6.80 1.23 -0.84
H 8.29 2.62 -1.15
H -6.38 -1.02 -0.76
```

Its SMILES is COC(=O)c1ccc(C)c(NC(=O)c2ccc(CN3CCc4ccccc4C3)cc2)c1. The total charge is 0. As for the HOMO-LUMO gap: 0.3235 hartree. For the HOMO energy, the calculation gives -0.3068 Ha.



Arrangement ii

ORCA calculation (wB97M-V/def2-TZVPD) on an isolated molecule of C26H26N2O3.

```
57
C26H26N2O3 (wB97M-V/def2-TZVPD)
O 5.14 0.04 1.87
O -1.61 -1.31 0.76
O 2.90 2.61 -1.68
N 3.21 2.13 0.50
N 4.42 -0.50 -0.20
C 0.19 1.70 -1.37
C 1.67 -2.34 -0.58
C 4.10 -0.22 -1.58
C -5.47 1.64 -0.61
C -2.88 -4.05 -1.25
C 4.64 1.87 0.43
C 2.44 2.34 -0.59
C 2.50 -1.81 0.39
C -3.21 1.56 0.22
C -2.61 -3.32 -0.19
C -0.28 -1.52 0.57
C 0.98 2.20 -0.34
C 0.37 2.51 0.88
C 0.56 -0.98 1.55
C -3.68 1.03 1.42
C 4.80 0.38 0.74
C -1.16 1.49 -1.20
C -4.12 1.86 -0.79
C 0.29 -2.21 -0.49
C -5.04 0.80 1.59
C -0.98 2.31 1.05
C -5.93 1.11 0.58
C -1.77 1.79 0.02
C 4.00 -1.83 0.24
C -2.52 -1.82 -0.19
C 1.93 -1.13 1.46
H 0.67 1.47 -2.32
H -3.04 -3.60 -2.22
H 4.44 0.77 -1.88
H 5.16 2.44 1.20
H -2.98 0.77 2.20
H 4.99 2.18 -0.56
H -0.33 -2.65 -1.26
H 0.11 -0.46 2.38
H 3.03 -0.28 -1.75
H -2.29 -1.44 -1.19
H -6.99 0.93 0.73
H 0.95 2.94 1.68
H 2.57 -0.72 2.23
H 4.60 -0.96 -2.21
H 4.49 -2.02 1.20
H 2.09 -2.87 -1.42
H -3.49 -1.40 0.12
H 4.32 -2.57 -0.49
H -1.45 2.57 1.99
H -1.75 1.08 -2.00
H -6.17 1.89 -1.40
H -3.77 2.29 -1.72
H -2.45 -3.78 0.78
H -2.97 -5.12 -1.20
H 2.77 1.81 1.35
H -5.39 0.39 2.52
```

Its SMILES is C=CCOc1ccc(CN(C)C(=O)CNC(=O)c2ccc(-c3ccccc3)cc2)cc1. The total charge is 0. As for the HOMO-LUMO gap: 0.3273 hartree. For the HOMO energy, the calculation gives -0.3127 Ha.



Energetically preferred structure: arrangement i | next structure: +0.0256 hartree



Arrangement i

ORCA calculation (wB97M-V/def2-TZVPD) on an isolated molecule of C24H29N3O3.

```
59
C24H29N3O3 (wB97M-V/def2-TZVPD)
O 3.66 -2.30 1.04
O 1.51 -0.37 -2.43
O -5.63 -1.01 -0.10
N -2.74 -0.45 0.28
N 2.54 -1.32 -0.66
N -0.19 -1.70 0.13
C -4.88 -2.17 0.16
C 5.82 2.19 0.81
C -1.82 -0.43 1.41
C 4.26 -0.07 0.51
C -1.99 -0.47 -0.96
C -6.05 1.26 0.07
C 2.59 1.14 -0.91
C -5.69 2.57 0.26
C 5.41 -0.11 1.29
C -3.42 1.90 0.50
C 6.19 1.02 1.44
C 0.75 -2.81 0.10
C 4.67 2.24 0.04
C 1.46 1.54 0.06
C 2.18 -0.23 -1.43
C 3.48 -1.31 0.36
C -0.96 -1.69 1.36
C -5.10 0.23 0.10
C -3.75 0.56 0.31
C 1.87 -2.58 -0.92
C -1.09 -1.70 -1.01
C -4.36 2.90 0.49
C 3.88 1.11 -0.13
C 2.63 2.12 -2.09
H 0.25 -3.77 -0.14
H -1.71 -2.61 -1.02
H 2.56 3.15 -1.74
H 4.39 3.17 -0.44
H 1.20 -2.90 1.09
H 3.55 2.00 -2.66
H -7.07 0.98 -0.10
H -4.07 3.93 0.65
H 7.08 0.99 2.05
H 1.79 1.92 -2.74
H -2.70 -0.50 -1.80
H 1.35 0.79 0.84
H -4.44 -2.15 1.16
H -4.10 -2.33 -0.58
H -0.50 -1.65 -1.92
H 5.67 -1.04 1.77
H -0.28 -1.69 2.21
H -6.45 3.34 0.24
H 0.53 1.62 -0.48
H -1.37 0.43 -1.08
H 1.49 -2.55 -1.94
H -1.15 0.45 1.39
H -2.40 -0.40 2.33
H -5.61 -2.99 0.11
H 6.42 3.08 0.92
H 1.69 2.50 0.52
H -1.62 -2.58 1.44
H -2.38 2.15 0.66
H 2.61 -3.39 -0.82
```

Its SMILES is COc1ccccc1N1CCN(CCN2C(=O)c3ccccc3C(C)(C)C2=O)CC1. The total charge is 0. As for the HOMO-LUMO gap: 0.3157 hartree. For the HOMO energy, the calculation gives -0.3064 Ha.



Arrangement ii

ORCA calculation (wB97M-V/def2-TZVPD) on an isolated molecule of C24H29N3O3.

```
59
C24H29N3O3 (wB97M-V/def2-TZVPD)
O -7.03 -1.79 0.54
O 3.06 2.81 -1.03
O -2.38 2.50 2.04
N -2.66 0.71 0.69
N -4.85 -0.14 -0.97
N 2.78 0.79 -0.11
C 7.65 -2.61 0.30
C 5.35 -3.00 -0.26
C 5.91 1.52 0.20
C -3.55 0.20 -1.51
C -5.07 0.57 0.27
C 5.01 1.35 -1.03
C -0.65 2.07 0.48
C -3.94 0.38 1.29
C 5.65 0.45 1.27
C -6.62 -1.84 -0.81
C 0.37 1.12 0.54
C 0.77 3.70 -0.63
C 1.78 2.75 -0.58
C 7.32 -1.36 0.79
C -5.12 -1.57 -0.90
C 6.67 -3.43 -0.23
C -0.44 3.33 -0.08
C -8.41 -2.03 0.70
C 1.59 1.48 -0.01
C 3.59 1.60 -0.71
C -1.97 1.79 1.13
C 6.00 -0.92 0.77
C 5.02 -1.75 0.24
C -2.39 -0.02 -0.52
H -3.58 1.26 -1.78
H -4.74 -2.02 -1.82
H -4.08 1.04 2.15
H 4.58 -3.64 -0.66
H -8.61 -1.97 1.77
H 5.12 0.33 -1.41
H 0.93 4.67 -1.07
H -9.00 -1.27 0.17
H 5.32 2.06 -1.81
H 8.68 -2.95 0.32
H -1.26 4.03 -0.07
H -1.46 0.32 -0.97
H 4.59 0.48 1.54
H 8.09 -0.73 1.20
H 6.24 0.69 2.15
H 6.95 1.46 -0.12
H 4.00 -1.41 0.22
H -8.69 -3.02 0.33
H -2.31 -1.09 -0.28
H -6.01 0.24 0.71
H -6.84 -2.84 -1.22
H -4.64 -2.07 -0.05
H -3.38 -0.37 -2.42
H 5.75 2.51 0.63
H -3.91 -0.66 1.63
H -5.15 1.64 0.03
H 0.22 0.16 1.00
H 6.93 -4.41 -0.61
H -7.16 -1.09 -1.40
```

Its SMILES is COCCN1CCN(C(=O)c2ccc3oc(CCCc4ccccc4)nc3c2)CC1. The total charge is 0. As for the HOMO-LUMO gap: 0.3254 hartree. For the HOMO energy, the calculation gives -0.2984 Ha.



Arrangement iii

ORCA calculation (wB97M-V/def2-TZVPD) on an isolated molecule of C24H29N3O3.

```
59
C24H29N3O3 (wB97M-V/def2-TZVPD)
O -3.56 0.47 -1.33
O -1.13 -0.97 2.24
O -0.89 2.65 2.57
N 0.31 1.44 1.07
N -2.21 0.10 0.52
N -2.71 -1.60 -0.79
C -0.50 -2.57 -0.26
C -0.87 1.44 -2.46
C 1.25 1.08 3.32
C 2.12 2.92 1.83
C 2.08 -3.21 -1.13
C -0.47 3.34 -1.06
C -1.53 2.24 -3.37
C -1.68 -0.97 1.17
C -2.91 -0.27 -0.63
C -0.35 1.97 -1.29
C -1.88 -2.18 0.25
C 0.40 1.08 -0.33
C 1.55 1.50 1.87
C -2.18 1.47 0.99
C 1.09 -2.86 -2.04
C 0.49 -2.93 0.65
C 2.59 0.50 1.34
C 3.47 -3.55 -1.59
C 1.76 -3.24 0.22
C -2.58 -3.33 0.96
C -1.12 4.14 -1.97
C -0.18 -2.53 -1.61
C -1.66 3.60 -3.13
C -0.84 1.91 1.61
H -3.59 -3.04 1.24
H 1.40 3.61 2.26
H 4.20 -2.91 -1.10
H 3.04 2.98 2.42
H -2.18 4.23 -3.84
H -0.77 0.38 -2.65
H -2.92 1.61 1.79
H 3.71 -4.58 -1.32
H 2.13 -0.47 1.15
H -2.46 2.10 0.15
H -1.22 5.20 -1.78
H 0.26 -2.93 1.71
H -1.94 1.81 -4.27
H -0.93 -2.25 -2.34
H 2.34 3.22 0.81
H 0.11 0.03 -0.49
H 0.63 1.82 3.82
H 2.18 0.97 3.87
H 0.71 0.14 3.32
H 1.32 -2.82 -3.09
H 1.45 1.15 -0.62
H -2.62 -4.21 0.32
H 3.57 -3.44 -2.66
H 2.52 -3.52 0.94
H 3.37 0.37 2.09
H 3.08 0.85 0.43
H -3.18 -2.14 -1.49
H -2.03 -3.59 1.87
H -0.06 3.77 -0.16
```

Its SMILES is Cc1ccc([C@]2(C)NC(=O)N(CC(=O)N(Cc3ccccc3)C(C)(C)C)C2=O)cc1. The total charge is 0. As for the HOMO-LUMO gap: 0.3442 hartree. For the HOMO energy, the calculation gives -0.3219 Ha.



Energetically preferred structure: arrangement iii | next structure: +0.0571 hartree



Arrangement i

ORCA calculation (wB97M-V/def2-TZVPD) on an isolated molecule of C3H6S2.

```
11
C3H6S2 (wB97M-V/def2-TZVPD)
S 3.62 -0.01 0.09
S 0.64 0.35 0.45
C -2.07 0.41 0.01
C 1.98 -0.38 -0.45
C -0.87 -0.45 0.20
H -1.96 1.50 0.17
H 3.15 1.02 0.75
H -2.99 0.23 0.77
H 1.89 -1.36 -0.84
H -0.84 -1.37 -0.17
H -2.57 0.07 -0.98
```

The total charge is 0. As for the HOMO-LUMO gap (spin up / spin down): 0.2775 / 0.2691 hartree. For the HOMO energy (spin up / spin down), the calculation gives -0.2725 / -0.2672 Ha.



Arrangement ii

ORCA calculation (wB97M-V/def2-TZVPD) on a structure of composition C3H6S2.

```
11
C3H6S2 (wB97M-V/def2-TZVPD)
S -1.42 -1.22 0.02
S 1.75 -1.09 -0.06
C 0.71 0.50 -0.42
C -0.69 0.24 -0.72
C -0.13 1.05 0.51
H 1.04 -1.07 1.48
H -0.39 0.48 1.44
H -1.06 0.66 -1.63
H 1.38 0.92 -1.06
H -0.41 2.29 0.84
H -0.79 -2.76 -0.41
```

The total charge is 0. As for the HOMO-LUMO gap: 0.3242 hartree. For the HOMO energy, the calculation gives -0.3199 Ha.



Energetically preferred structure: arrangement i | next structure: +0.0573 hartree



Arrangement i

ORCA calculation (wB97M-V/def2-TZVPD) on a structure of composition C9H18ClEuIO3P.

```
34
C9H18ClEuIO3P (wB97M-V/def2-TZVPD)
Eu -3.06 0.72 1.60
I 1.59 1.57 -0.06
Cl -3.89 -0.30 -0.59
P 0.28 0.36 -2.74
O 1.98 -1.21 -1.34
O 3.19 -1.74 1.30
O -1.13 -0.35 2.37
C -1.02 1.00 4.36
C 0.80 -0.85 -1.41
C 2.78 -0.75 0.93
C -0.33 -1.47 -0.66
C 1.69 1.17 -3.46
C -1.05 1.44 -2.23
C 0.71 -0.85 3.84
C -0.37 -0.73 -4.02
C -0.51 -0.09 3.45
H -0.69 2.00 4.01
H -1.89 0.87 -1.81
H -1.39 1.99 -3.13
H 1.44 1.46 -4.49
H -0.25 -2.56 -0.73
H 2.55 0.49 -3.47
H 0.60 -1.18 4.89
H 0.86 -1.72 3.19
H 1.95 2.06 -2.88
H -1.38 -1.08 -3.77
H -0.29 -1.16 0.40
H -0.39 -0.17 -4.97
H 1.60 -0.19 3.78
H -0.68 2.17 -1.48
H -0.60 0.88 5.36
H -1.33 -1.20 -1.04
H 0.31 -1.59 -4.12
H -2.13 0.97 4.48
```

The expectation value of S² is 12.01. As for the spin multiplicity: 7. The total charge is +2. As for the HOMO-LUMO gap (spin up / spin down): 0.3071 / 0.2003 hartree. For the HOMO energy (spin up / spin down), the calculation gives -0.5656 / -0.5189 Ha.



Arrangement ii

ORCA calculation (wB97M-V/def2-TZVPD) on a structure of composition C9H18ClEuIO3P.

```
34
C9H18ClEuIO3P (wB97M-V/def2-TZVPD)
Eu -2.61 1.19 1.84
I 1.50 1.83 0.06
Cl -3.87 0.03 0.03
P 0.26 0.31 -2.63
O -0.84 -0.30 2.36
O 1.96 -1.04 -0.99
O 3.14 -1.33 1.66
C -0.34 -1.78 -0.74
C -1.08 1.38 -2.10
C 0.75 -0.89 -1.27
C -1.03 0.96 4.40
C 1.72 1.10 -3.29
C -0.42 -0.67 -3.98
C -0.40 -0.09 3.53
C 0.75 -0.85 4.08
C 2.57 -0.45 1.23
H -0.79 0.74 5.44
H 0.52 -1.08 5.12
H -0.45 -0.04 -4.87
H -2.15 0.98 4.38
H 2.54 0.37 -3.28
H 1.66 -0.25 4.04
H -0.43 -1.67 0.34
H 0.22 -1.53 -4.18
H 1.98 1.96 -2.67
H -0.63 1.98 4.17
H 0.88 -1.80 3.53
H 1.50 1.43 -4.32
H -0.72 2.06 -1.30
H -0.09 -2.81 -1.03
H -1.45 -1.00 -3.77
H -1.33 -1.54 -1.14
H -1.93 0.81 -1.72
H -1.40 1.98 -2.95
```

The expectation value of S² is 12.01. As for the spin multiplicity: 7. The total charge is +2. As for the HOMO-LUMO gap (spin up / spin down): 0.3048 / 0.1928 hartree. For the HOMO energy (spin up / spin down), the calculation gives -0.5563 / -0.5127 Ha.



Energetically preferred structure: arrangement i | next structure: +0.0072 hartree



Arrangement i

ORCA calculation (wB97M-V/def2-TZVPD) on the ion C5H5N2S3 with charge -1.

```
15
C5H5N2S3 (wB97M-V/def2-TZVPD)
S 4.15 -0.09 -0.15
S 1.52 -1.54 -0.29
S -2.18 2.46 -0.08
N 1.07 2.50 0.04
N -1.67 0.89 -0.16
C -0.08 -0.91 -0.01
C 0.72 1.35 -0.08
C -1.22 -1.82 0.27
C -0.33 0.44 -0.23
C 2.53 -0.15 0.04
H -1.79 -1.26 1.02
H -2.37 0.18 -0.40
H -0.60 -2.72 0.69
H 2.06 2.80 -0.04
H -1.82 -2.14 -0.63
```

The total charge is -1. As for the HOMO-LUMO gap (spin up / spin down): 0.2037 / 0.1837 hartree. For the HOMO energy (spin up / spin down), the calculation gives -0.0999 / -0.0836 Ha.



Arrangement ii

ORCA calculation (wB97M-V/def2-TZVPD) on the ion C5H5N2S3 with charge -1.

```
15
C5H5N2S3 (wB97M-V/def2-TZVPD)
S -3.47 -1.62 0.14
S -2.73 0.93 -2.25
S 0.03 2.90 -0.43
N 0.51 -0.98 0.03
N 0.75 0.42 0.11
C -1.93 -0.96 -0.29
C -0.11 1.28 -0.39
C -0.77 -1.48 0.23
C -1.95 0.16 -1.11
C 2.08 0.73 0.56
H 2.21 0.43 1.60
H 2.20 1.81 0.47
H 2.82 0.23 -0.07
H -0.84 -2.39 0.80
H 1.19 -1.45 0.61
```

The total charge is -1. As for the HOMO-LUMO gap: 0.2184 hartree. For the HOMO energy, the calculation gives -0.1075 Ha.



Energetically preferred structure: arrangement ii | next structure: +0.0284 hartree